*a*
ORCA calculation (wB97M-V/def2-TZVPD) on a cluster of 4 separate species, C2H14N2O3 in total.

Computed properties:
HOMO energy (eV): -9.31
Structure (SMILES): NCCN.O.O.O
Orbital gap (eV): 9.964

Structure (XYZ):
```
21
C2H14N2O3, DFT wB97M-V/def2-TZVPD
N -0.676 -2.323 1.687
C -0.871 -1.398 0.588
C -1.068 0.021 1.149
N -1.012 1.025 0.063
H 0.305 -2.444 1.868
H -1.011 -3.264 1.506
H -1.782 -1.617 0.031
H -0.067 -1.394 -0.153
H -2.057 0.000 1.595
H -0.335 0.209 1.936
H -1.558 1.823 0.382
H -0.080 1.392 -0.069
O 2.259 1.492 1.789
H 2.939 2.155 1.612
H 1.631 1.559 1.074
O -1.339 -0.391 -2.521
H -2.164 -0.459 -3.005
H -1.455 -0.019 -1.636
O 2.092 1.133 -2.119
H 1.797 0.267 -2.414
H 2.981 1.254 -2.467
```

***

*b*
ORCA calculation (wB97M-V/def2-TZVPD) on a cluster of 4 separate species, C2H14N2O3 in total.

Computed properties:
HOMO energy (eV): -9.28
Structure (SMILES): NCCN.O.O.O
Orbital gap (eV): 10.175

Structure (XYZ):
```
21
C2H14N2O3, DFT wB97M-V/def2-TZVPD
N -3.494 0.042 0.903
C -2.444 -0.344 -0.012
C -1.261 0.606 0.151
N -0.291 0.456 -0.948
H -4.292 -0.569 0.959
H -3.775 1.000 0.781
H -2.767 -0.454 -1.060
H -2.047 -1.320 0.289
H -1.664 1.629 0.157
H -0.814 0.447 1.124
H -0.741 0.882 -1.753
H 0.591 0.911 -0.723
O 1.030 -1.944 -0.061
H 0.398 -2.491 0.416
H 0.464 -1.239 -0.457
O 3.244 -0.450 0.687
H 3.883 -0.738 0.029
H 2.488 -1.072 0.621
O 2.271 1.725 -0.583
H 2.288 2.570 -0.125
H 2.727 1.087 0.012
```

***

*c*
ORCA calculation (wB97M-V/def2-TZVPD) on a cluster of 4 separate species, C2H14N2O3 in total.

Computed properties:
HOMO energy (eV): -9.32
Structure (SMILES): NCCN.O.O.O
Orbital gap (eV): 10.074

Structure (XYZ):
```
21
C2H14N2O3, DFT wB97M-V/def2-TZVPD
N 0.577 -1.784 0.195
C -0.175 -0.835 1.061
C -0.232 0.559 0.394
N 0.583 1.458 1.190
H 0.449 -2.761 0.416
H 1.559 -1.581 0.128
H 0.135 -0.923 2.162
H -1.149 -1.413 0.997
H 0.242 0.545 -0.635
H -1.345 0.831 0.316
H 0.877 2.306 0.698
H 0.160 1.670 2.124
O 2.887 0.377 2.307
H 2.457 1.119 2.754
H 2.228 0.319 1.550
O -2.581 0.980 -2.010
H -3.614 0.907 -2.119
H -2.378 0.313 -2.794
O -0.803 -0.740 -2.703
H -0.813 -1.656 -3.000
H -0.518 -0.677 -1.772
```

***

It is *b* that is most stable; the runner-up trails by 0.0223 hartree.

***

*a*
ORCA calculation (wB97M-V/def2-TZVPD) on a cluster of 2 separate species, C6H12O in total.

Computed properties:
HOMO energy (alpha / beta) (eV): 0.18 / -2.45
Charge: -1
Multiplicity: 2
Orbital gap (alpha / beta) (eV): 3.615 / 6.124

Structure (XYZ):
```
19
C6H12O, DFT wB97M-V/def2-TZVPD
C 1.036 -1.194 1.132
C 1.538 -1.746 -0.043
C -0.854 0.115 0.240
C -0.124 -0.395 1.305
C -0.281 0.167 2.713
C -1.952 1.143 0.372
H 1.409 -1.610 2.062
H 1.145 -1.408 -0.996
H 2.414 -2.368 -0.019
H -0.540 -0.204 -0.748
H 0.561 0.831 2.947
H -1.181 0.779 2.870
H -0.205 -0.631 3.458
H -1.636 2.021 0.959
H -2.266 1.498 -0.611
H -2.833 0.746 0.902
H 1.530 1.202 -3.919
H 0.275 0.417 -4.302
O 0.784 1.219 -4.526
```

***

*b*
ORCA calculation (wB97M-V/def2-TZVPD) on a cluster of 2 separate species, C6H12O in total.

Computed properties:
HOMO energy (alpha / beta) (eV): -0.14 / -2.11
Charge: -1
Multiplicity: 2
Orbital gap (alpha / beta) (eV): 4.011 / 5.963

Structure (XYZ):
```
19
C6H12O, DFT wB97M-V/def2-TZVPD
C 1.806 0.074 1.625
C 0.882 0.942 0.789
C 1.107 2.301 0.668
C -2.332 0.075 -1.178
C -1.182 0.838 -0.607
C -0.212 0.228 0.195
H 2.607 -0.396 1.018
H 2.375 0.650 2.359
H 1.286 -0.790 2.048
H 1.468 2.872 1.523
H 0.901 2.839 -0.250
H -2.079 -0.925 -1.570
H -2.799 0.638 -2.001
H -3.209 -0.125 -0.540
H -0.944 1.831 -0.957
H -0.299 -0.829 0.447
H 0.775 -3.044 -0.670
H -0.777 -3.067 -0.758
O 0.018 -3.279 -1.214
```

***

*c*
ORCA calculation (wB97M-V/def2-TZVPD) on a cluster of 2 separate species, C6H12O in total.

Computed properties:
HOMO energy (alpha / beta) (eV): 0.59 / -2.69
Charge: -1
Multiplicity: 2
Orbital gap (alpha / beta) (eV): 2.968 / 6.048

Structure (XYZ):
```
19
C6H12O, DFT wB97M-V/def2-TZVPD
C 0.153 0.387 2.389
C -0.652 -0.650 1.578
C -0.855 -0.159 0.180
C -0.937 -0.849 -1.014
C -1.351 -0.164 -2.195
C -1.255 -0.638 -3.481
H 0.249 0.283 3.484
H -0.271 1.388 2.231
H 1.171 0.494 1.991
H -1.609 -0.678 2.123
H -0.112 -1.580 1.704
H -1.174 0.881 0.254
H -0.807 -1.902 -0.923
H -1.538 0.893 -2.076
H -0.912 -1.656 -3.608
H -1.348 -0.040 -4.387
H 3.280 1.835 0.146
H 4.142 1.091 1.262
O 3.827 1.067 0.343
```

***

It is *a* that is most stable; the runner-up trails by 0.0121 hartree.

***

*a*
ORCA calculation (wB97M-V/def2-TZVPD) on the ion C7H13N4 with charge +1.

Computed properties:
HOMO energy (alpha / beta) (eV): -10.10 / -10.10
Charge: +1
Structure (SMILES): C=CNC(=C)/N=C/C=N/C[NH3+]
Orbital gap (alpha / beta) (eV): 6.265 / 6.266

Structure (XYZ):
```
24
C7H13N4, DFT wB97M-V/def2-TZVPD
C -3.260 3.287 1.902
C -2.326 2.525 1.370
N -1.443 3.179 0.489
C -0.428 2.513 -0.241
C 0.379 3.024 -1.162
N -0.490 1.143 -0.222
C 0.496 0.345 -0.315
C 0.231 -1.106 -0.215
N 1.201 -1.913 -0.446
C 0.914 -3.358 -0.398
N 2.282 -3.812 -0.816
H -4.051 2.855 2.540
H -3.238 4.396 1.860
H -2.104 1.419 1.598
H -1.558 4.094 0.105
H 0.305 4.078 -1.386
H 0.962 2.347 -1.640
H 1.457 0.669 -0.379
H -0.733 -1.513 -0.086
H 0.154 -3.416 -1.244
H 0.731 -3.929 0.623
H 2.969 -3.386 -0.194
H 2.445 -3.665 -1.877
H 2.546 -4.732 -0.598
```

***

*b*
ORCA calculation (wB97M-V/def2-TZVPD) on the ion C7H13N4 with charge +1.

Computed properties:
HOMO energy (eV): -14.47
Charge: +1
Structure (SMILES): N#C/C(N)=N/[NH+]1CCCCC1
Orbital gap (eV): 10.631

Structure (XYZ):
```
24
C7H13N4, DFT wB97M-V/def2-TZVPD
N -4.787 -0.721 0.931
C -3.876 -0.315 0.362
C -2.686 0.277 -0.365
N -2.729 1.461 -0.997
N -1.561 -0.409 0.010
N -0.253 -0.021 -0.309
C 0.454 -1.256 -0.575
C 1.994 -1.151 -0.737
C 2.407 -0.480 0.635
C 1.800 0.874 0.917
C 0.311 0.748 0.903
H -3.608 1.831 -1.378
H -1.920 1.807 -1.481
H -0.203 0.561 -1.107
H 0.008 -1.698 -1.536
H 0.264 -1.952 0.165
H 2.338 -0.477 -1.664
H 2.428 -2.187 -0.680
H 1.980 -1.210 1.349
H 3.466 -0.454 0.627
H 2.233 1.168 1.895
H 2.326 1.662 0.204
H -0.171 0.203 1.842
H -0.216 1.738 0.991
```

***

*c*
ORCA calculation (wB97M-V/def2-TZVPD) on a cluster of 2 separate species, C7H13N4 in total.

Computed properties:
HOMO energy (alpha / beta) (eV): -9.17 / -8.74
Charge: +1
Orbital gap (alpha / beta) (eV): 4.198 / 3.122

Structure (XYZ):
```
24
C7H13N4, DFT wB97M-V/def2-TZVPD
C -2.561 1.744 -0.554
C -1.421 0.120 0.848
C -1.815 1.256 -1.606
C -2.467 1.045 0.707
C -0.685 -0.352 -0.236
C 4.046 -1.062 0.450
C 0.306 -1.300 -0.111
N -0.824 0.307 -1.423
N -3.223 1.481 1.764
N 3.246 -0.030 0.444
N 1.106 -1.748 -1.092
H -3.132 2.693 -0.805
H -1.485 -0.532 1.666
H -1.940 1.922 -2.466
H 4.961 -1.292 0.006
H 3.800 -1.836 1.128
H 0.541 -1.714 0.933
H -0.191 -0.116 -2.179
H -4.101 2.044 1.660
H -3.130 0.806 2.575
H 3.608 0.834 -0.079
H 2.454 -0.059 0.981
H 2.057 -1.969 -0.683
H 0.852 -2.242 -1.928
```

***

It is *b* that is most stable; the runner-up trails by 0.0235 hartree.